1.
The following is a quantum chemistry calculation of a structure of composition C19H48MgNO11S5, from OMol25.

- E_HOMO (eV) = -10.6
- Kohn-Sham gap (eV) = 8.381
- E_tot (Eh) = -3825.8670
- charge = +1

XYZ file:
```
85
C19H48MgNO11S5 wB97M-V/def2-TZVPD
Mg -3.04807 0.16786 1.13255
N 0.06357 0.55788 0.73007
O 0.30015 1.76270 0.51831
O -1.11271 0.12276 0.56222
O 0.95673 -0.23389 1.08430
C -2.14324 2.62988 -1.76902
S -3.34253 3.09310 -0.46618
O -3.34244 1.97954 0.53626
C -2.38679 4.45434 0.30275
H -1.99502 3.41405 -2.51039
H -2.44602 1.68242 -2.20519
H -1.16557 2.48703 -1.30046
H -3.09127 5.18387 0.69566
H -1.69452 4.93601 -0.38224
H -1.85734 3.97723 1.12716
C -5.54312 -0.08631 -2.36066
S -4.28375 -1.19002 -1.67331
O -3.56617 -0.35762 -0.64520
C -5.39586 -2.28581 -0.76040
H -6.21152 -0.62483 -3.03198
H -5.05385 0.70018 -2.93149
H -6.12662 0.33738 -1.54282
H -6.20199 -2.68136 -1.37757
H -5.78985 -1.74252 0.09658
H -4.79716 -3.15150 -0.47513
C -0.88554 -3.33142 1.87053
S -2.67402 -3.08008 1.79969
O -2.83312 -1.57422 1.76048
C -3.07544 -3.49884 3.51390
H -0.49128 -2.87101 0.96378
H -0.70243 -4.40454 1.85913
H -0.38969 -2.81625 2.69164
H -2.93364 -4.57059 3.66399
H -4.10449 -3.25658 3.76659
H -2.39019 -2.95918 4.16594
C -1.38651 2.85458 4.25064
S -2.05675 1.19167 4.22016
O -2.52590 1.00541 2.80142
C -0.49228 0.31737 4.38997
H -2.15287 3.53501 3.88298
H -0.56494 2.92523 3.53131
H -1.03290 3.13937 5.23810
H 0.21663 0.68004 3.64176
H -0.62812 -0.74946 4.23097
H -0.09868 0.50266 5.38872
C 1.15476 1.68042 -2.67047
S 2.51193 1.12677 -3.73471
O 1.86639 0.17811 -4.69471
C 2.83634 2.69570 -4.59603
H 0.92728 0.90084 -1.94449
H 0.26019 1.90878 -3.24684
H 1.52958 2.54570 -2.12084
H 3.71933 2.53920 -5.21451
H 3.12172 3.51089 -3.92908
H 1.94735 2.93987 -5.17433
C 3.50239 1.87463 0.03270
C 4.84986 2.55416 0.24516
O 5.23515 3.41755 -0.50375
C 5.61134 2.18756 1.48387
H 2.76336 2.64771 -0.17869
H 3.21888 1.32083 0.92366
H 3.48767 1.24566 -0.85803
H 5.57880 1.11086 1.64354
H 5.17982 2.73366 2.32585
H 6.64061 2.53188 1.39463
C 5.25745 -1.22591 -0.72242
C 4.82250 -2.46841 0.04009
O 5.20213 -3.57167 -0.25405
C 3.74513 -2.20422 1.08453
H 4.57688 -1.02271 -1.54778
H 6.30143 -1.32793 -1.00804
H 5.17386 -0.38188 -0.03587
H 2.84916 -1.84338 0.57069
H 4.05856 -1.38727 1.73696
H 3.48633 -3.08081 1.67382
C 0.51175 -4.25533 -2.45461
C -0.63048 -3.40576 -1.94708
O -1.65419 -3.88049 -1.50852
C -0.42600 -1.90380 -2.00526
H 1.36767 -4.13260 -1.78817
H 0.82724 -3.90409 -3.43755
H 0.17527 -5.28665 -2.52377
H 0.28237 -1.60002 -2.77906
H -0.01673 -1.53018 -1.06243
H -1.37598 -1.40923 -2.19992
```

2.
The following is a quantum chemistry calculation of a cluster of 3 separate species, C19H48N10O5P3 in total, from OMol25.

- E_HOMO (eV) = -10.0
- Kohn-Sham gap (eV) = 6.747
- E_tot (Eh) = -2700.2515
- charge = +1

XYZ file:
```
85
C19H48N10O5P3 wB97M-V/def2-TZVPD
C -0.34293 -3.21966 0.27407
C -0.29272 -2.88209 -1.02927
N -0.26339 -1.57600 -1.57592
C 0.10450 -1.37788 -2.95694
C 1.39692 -1.41191 -3.36006
C -0.58310 -0.46829 -0.86967
N -1.68445 -0.20190 -0.16022
C -1.48715 1.01920 0.30224
N -0.32593 1.53196 -0.09299
C 0.28683 2.82493 0.13305
P 1.94353 2.64111 0.85699
O 2.71799 1.58482 0.18402
O 1.77242 2.36792 2.40268
O 2.70101 4.03398 0.72515
N 0.26140 0.57490 -0.84195
H -1.08175 -2.88723 0.99402
H 0.39106 -3.94822 0.59805
H -0.27151 -3.67328 -1.77490
H -0.69040 -1.27550 -3.69430
H 1.78391 -0.58610 -3.95275
H 2.06656 -2.25393 -3.19835
H -2.17407 1.59304 0.90567
H -0.37668 3.49256 0.68367
H 0.44426 3.29771 -0.84231
H 2.61743 2.04215 2.75292
H 2.45050 4.47841 -0.09754
H 1.16470 0.66658 -1.29471
O 0.05209 6.67718 1.86216
P -0.92407 7.45927 2.68227
N -2.25897 6.38291 2.74529
C -3.65901 6.72130 2.56783
C -2.00561 5.04155 3.24160
N -1.22011 8.76453 1.62169
C -2.53048 9.28945 1.29111
C -0.30772 8.93177 0.49769
N -1.40322 8.41129 4.03634
C -0.47677 9.54113 4.31220
C -1.53495 7.66048 5.30727
H -3.98635 7.54716 3.20728
H -4.29333 5.87159 2.81992
H -3.88343 6.97481 1.53001
H -2.03085 4.98048 4.33782
H -1.02179 4.68971 2.91942
H -2.74150 4.33328 2.85218
H -3.02073 8.70476 0.50310
H -2.43924 10.31743 0.93028
H -3.18268 9.33812 2.16049
H -0.53850 8.25063 -0.33161
H 0.72172 8.76248 0.80017
H -0.36615 9.95685 0.12621
H 0.52805 9.19412 4.56821
H -0.86144 10.13275 5.14186
H -0.40272 10.20262 3.45431
H -0.64115 7.07857 5.54627
H -2.39247 6.99023 5.27506
H -1.71974 8.35351 6.12570
O -0.64243 -6.99580 -1.56727
P 0.51538 -7.86747 -1.93488
N 1.83588 -6.89521 -1.44961
C 3.05615 -6.64941 -2.19128
C 1.84335 -6.43713 -0.07000
N 0.32912 -7.89930 -3.63535
C 1.39796 -7.69835 -4.59157
C -0.93604 -7.42164 -4.17677
N 1.39665 -9.35044 -1.98007
C 0.56950 -10.50800 -2.40956
C 2.02002 -9.73841 -0.69348
H 3.54985 -7.56780 -2.52670
H 3.78139 -6.12277 -1.57101
H 2.87761 -6.01370 -3.06245
H 2.26833 -7.17618 0.62319
H 0.82910 -6.21654 0.26665
H 2.41706 -5.51367 0.03423
H 1.60424 -6.63329 -4.76109
H 1.12438 -8.13793 -5.55500
H 2.31638 -8.19739 -4.28869
H -0.98212 -6.32577 -4.22566
H -1.77387 -7.76920 -3.57963
H -1.07696 -7.81685 -5.18538
H -0.25376 -10.70335 -1.71664
H 1.19277 -11.39965 -2.46781
H 0.15264 -10.34347 -3.39863
H 1.30726 -9.74074 0.13523
H 2.84451 -9.07207 -0.44504
H 2.44786 -10.73570 -0.77851
```

3.
The following is a quantum chemistry calculation of a cluster of 3 separate species, C19H49BN2O3P in total, from OMol25.

- E_HOMO (eV) = -2.8
- Kohn-Sham gap (eV) = 5.025
- E_tot (Eh) = -1454.6749
- charge = -1

XYZ file:
```
75
C19H49BN2O3P wB97M-V/def2-TZVPD
C -3.15503 1.89878 -8.22291
C -2.82868 2.24159 -6.74114
B -3.04472 0.93140 -5.86403
O -4.32393 0.33039 -5.99387
P -1.79338 0.11732 -4.58933
C -1.80962 -1.62028 -5.43417
C -1.93336 -1.61888 -6.96354
C -0.17251 0.66216 -5.53151
C 0.49671 1.79725 -4.78763
C 1.83248 2.19134 -5.29431
O 2.17956 3.33251 -5.35322
O 2.67595 1.22882 -5.67408
H -3.88251 2.57747 -8.63754
H -2.26806 1.90697 -8.83727
H -3.58244 0.90919 -8.32570
H -1.82647 2.64888 -6.70963
H -3.49773 3.05242 -6.46902
H -4.97336 0.77327 -5.43375
H -0.91718 -0.41613 -3.50003
H -1.77635 1.43402 -3.87712
H -2.96070 -0.28197 -3.76222
H -2.62424 -2.20905 -5.03875
H -0.85790 -2.08239 -5.19062
H -1.34193 -0.85663 -7.45776
H -1.54397 -2.56596 -7.33567
H -2.95384 -1.59427 -7.31104
H -0.28610 0.86281 -6.59393
H 0.50816 -0.18306 -5.44980
H 0.64802 1.46242 -3.76224
H -0.11716 2.67796 -4.72359
H 3.47241 1.70441 -5.95307
C 1.89910 -0.14402 3.09414
C 1.63427 -0.45477 1.62789
N 1.62826 0.71862 0.78129
C 1.11612 0.45811 -0.55990
C 1.90895 -0.48959 -1.46402
C 2.81302 1.55191 0.85267
C 4.16734 0.91283 0.51340
H 1.17899 0.58147 3.47790
H 1.80677 -1.05728 3.68615
H 2.90525 0.24575 3.25700
H 0.65109 -0.92729 1.55846
H 2.36458 -1.20951 1.29278
H 0.98708 1.41284 -1.07547
H 0.10446 0.05652 -0.45457
H 2.80528 -0.01569 -1.86499
H 1.29036 -0.77056 -2.31922
H 2.19901 -1.41016 -0.95388
H 2.87798 1.96393 1.86446
H 2.65996 2.42413 0.21284
H 4.28527 -0.07335 0.96516
H 4.97546 1.54360 0.89313
H 4.31630 0.81925 -0.56061
C 0.62185 -2.39048 9.70914
C -0.42590 -1.48278 9.08210
N 0.09604 -0.64671 8.01988
C -0.82553 0.39770 7.60571
C -2.14991 -0.01985 6.95475
C 0.78073 -1.34553 6.94544
C -0.00311 -2.40982 6.16666
H 1.46989 -1.81161 10.07776
H 0.18541 -2.92674 10.55324
H 0.99138 -3.13851 9.00682
H -0.81359 -0.82796 9.86748
H -1.27327 -2.10334 8.74894
H -0.29955 1.07739 6.93001
H -1.05771 0.99909 8.49102
H -2.01269 -0.34976 5.92640
H -2.82710 0.83633 6.92332
H -2.65289 -0.81148 7.51100
H 1.67312 -1.81921 7.36322
H 1.17298 -0.60721 6.24199
H -0.58988 -3.05655 6.82066
H 0.69286 -3.04789 5.61774
H -0.67020 -1.96457 5.43056
```

Number 1: LUMO energy -2.242 eV, strongest force on any atom 1.7 eV/A. Number 2: LUMO energy -3.245 eV, strongest force on any atom 6.0 eV/A. Number 3: LUMO energy 2.211 eV, strongest force on any atom 2.0 eV/A.